Version a
Formula: H80O40
Source: OMol25
Level of theory: the ωB97M-V functional and the def2-TZVPD basis

Results
Frontier orbital gap (spin up / spin down) (eV): 2.2570 / 9.4979
LUMO level (spin up / spin down) (eV): 1.673 / 1.611

```
! RIJCOSX wB97M-V def2-TZVPD def2/J DEFGRID3
* xyz -1 2
H 2.005 4.688 1.574
H 1.500 4.709 0.314
O 2.213 4.254 0.690
H -2.423 2.030 -6.264
H -0.923 2.133 -5.903
O -1.632 1.638 -6.066
H 1.212 -0.890 4.254
H 1.431 -1.908 5.170
O 1.783 -1.691 4.298
H 1.171 3.191 -5.364
H -0.133 3.766 -4.968
O 0.327 3.348 -5.797
H -1.547 3.922 1.888
H -2.773 4.814 2.460
O -1.846 4.879 2.181
H -5.224 -0.928 3.921
O -4.811 -0.519 3.250
H 0.693 1.029 -1.522
O 0.672 0.293 -2.223
H -0.651 -3.630 5.034
H -0.435 -2.004 4.888
O -0.158 -2.835 5.330
H -2.541 -4.224 3.375
H -2.709 -2.822 2.504
O -2.140 -3.409 2.903
H 1.206 3.329 -1.797
H 2.651 3.531 -1.030
O 2.160 3.569 -1.908
H 3.545 -0.276 3.574
H 3.419 -0.725 1.958
O 3.608 -0.015 2.605
H -1.945 -0.960 2.898
O -2.133 -0.388 3.648
H 0.188 -5.047 0.186
H -1.093 -5.503 0.924
O -0.617 -4.847 0.685
H -2.760 -0.134 1.541
H -2.896 -0.822 0.188
O -3.352 -0.587 1.026
H -5.825 2.430 2.628
H -4.866 1.957 1.361
O -4.900 2.120 2.349
H 2.190 -0.547 0.786
H 1.053 -1.223 0.326
O 1.648 -0.583 0.126
H -2.517 -4.042 -4.895
H -2.531 -3.850 -3.493
O -2.555 -4.622 -4.179
H -0.080 5.766 3.383
H 0.272 4.444 4.245
O 0.638 5.170 3.774
H -2.521 0.600 -1.010
O -3.165 1.424 -1.032
H 4.642 0.508 -0.526
H 5.587 1.203 0.011
O 4.627 1.348 -0.127
H -1.980 -3.078 -1.109
O -1.077 -2.790 -1.072
H -0.572 4.791 -2.221
H -1.354 3.745 -1.443
O -0.544 4.310 -1.304
H -2.311 -1.748 -3.914
H -1.589 -1.827 -2.315
O -1.899 -1.502 -3.078
H -1.044 1.239 1.859
H -0.726 1.155 0.312
O -1.240 1.498 1.034
H 1.509 0.907 -5.416
H 1.651 0.076 -6.613
O 1.359 0.011 -5.750
H 2.765 2.799 4.511
H 2.513 1.580 5.429
O 2.141 2.441 5.079
H 1.894 -1.956 -3.312
H 3.392 -1.430 -3.304
O 2.854 -2.113 -3.018
H 3.330 1.244 -2.270
H 2.401 0.852 -3.450
O 3.024 0.529 -2.756
H -3.359 1.560 -4.627
H -3.835 2.582 -3.847
O -3.516 2.510 -4.673
H -4.233 -1.290 -2.613
H -4.310 0.188 -3.058
O -4.789 -0.407 -2.491
H -0.482 0.908 4.862
H -0.030 -0.052 6.175
O -0.537 0.216 5.510
H 5.385 -2.632 -1.013
O 6.103 -2.473 -1.542
H 3.104 -2.778 -1.420
H 2.343 -3.277 -0.132
O 3.202 -3.340 -0.679
H -3.996 1.111 -1.328
H -4.960 0.407 3.301
H -0.936 -3.488 -0.355
H 1.404 -0.167 -2.072
H -3.033 -0.311 3.581
H 5.935 -2.669 -2.479
O 2.482 -5.562 2.161
H 2.678 -5.229 2.944
H 2.867 -5.256 1.511
O -1.358 2.103 -2.798
H -1.279 1.498 -3.619
H -0.900 1.782 -2.059
O -4.247 4.820 0.943
H -4.007 5.351 0.229
H -3.661 4.071 0.937
O 5.183 -2.631 1.471
H 4.454 -2.954 1.963
H 5.198 -2.890 0.588
O 2.194 -4.454 -3.077
H 2.624 -4.452 -2.126
H 1.250 -4.176 -2.712
O 0.603 2.347 2.608
H 0.533 3.267 2.325
H 1.497 2.225 2.227
O 1.419 -3.414 1.565
H 0.960 -2.805 2.112
H 0.822 -4.028 1.672
*
```

Version b
Formula: H80O40
Source: OMol25
Level of theory: the ωB97M-V functional and the def2-TZVPD basis

Results
Frontier orbital gap (spin up / spin down) (eV): 1.7963 / 9.7135
LUMO level (spin up / spin down) (eV): 1.469 / 1.422

```
! RIJCOSX wB97M-V def2-TZVPD def2/J DEFGRID3
* xyz -1 2
H -0.525 4.032 -4.890
H 0.737 3.899 -5.531
O 0.403 3.891 -4.589
H -4.273 -1.723 0.762
H -2.904 -1.929 1.614
O -3.519 -2.251 0.930
H -1.962 -0.392 -1.250
H -2.381 -1.924 -0.636
O -1.602 -1.177 -0.876
H -2.335 -3.247 -3.504
H -1.530 -3.203 -4.899
O -1.640 -3.584 -4.014
H -0.285 -0.509 4.433
H -1.528 -1.323 3.639
O -1.236 -0.557 4.164
H 3.222 2.765 -3.557
O 3.007 3.715 -3.622
H 4.989 -2.524 -2.001
O 4.402 -3.103 -1.456
H 3.737 2.425 1.154
H 2.767 3.152 2.331
O 2.924 2.950 1.336
H -1.708 1.194 -6.333
H -2.689 2.156 -5.680
O -1.875 1.582 -5.501
H -4.062 2.945 -0.595
H -4.842 1.905 -1.040
O -4.755 2.888 -1.235
H -3.655 4.414 1.149
H -2.702 5.796 1.416
O -3.244 5.229 0.904
H 0.758 -0.664 -2.590
O 0.555 -1.599 -2.589
H 2.880 5.759 0.468
H 3.432 4.483 0.119
O 3.138 5.290 -0.379
H -2.608 1.999 -1.932
H -2.234 0.582 -2.770
O -2.657 1.011 -1.986
H -3.915 -1.936 3.843
H -3.611 -3.166 4.819
O -3.242 -2.509 4.179
H 1.073 -4.518 -2.013
H -0.145 -4.176 -2.923
O 0.237 -4.872 -2.377
H 1.520 -4.572 -4.213
H 1.834 -3.241 -3.561
O 2.211 -4.058 -3.811
H 1.557 0.046 2.787
H 1.782 -1.387 2.389
O 1.594 -0.893 3.198
H 0.998 2.639 1.947
O 0.731 2.456 2.885
H -4.490 -0.221 5.041
H -3.029 -0.088 4.831
O -3.688 -0.218 5.532
H 3.236 0.573 3.259
O 3.294 1.342 3.858
H -5.654 -1.343 -1.581
H -5.884 0.063 -1.861
O -6.075 -0.549 -1.142
H 3.490 -0.616 -0.431
H 4.324 -0.146 0.788
O 3.403 -0.112 0.394
H -4.044 -3.134 -1.026
H -5.522 -3.611 -1.034
O -4.895 -3.093 -1.505
H 1.966 5.021 -1.770
H 1.599 4.863 -3.168
O 1.309 5.362 -2.400
H -0.134 -4.105 4.030
H -0.166 -3.111 2.801
O 0.261 -3.364 3.601
H 2.185 1.573 -2.715
H 0.978 0.871 -3.721
O 1.612 0.898 -2.985
H -2.431 -4.030 -0.058
H -1.413 -4.351 -1.123
O -2.189 -3.807 -0.974
H 1.284 -2.279 0.690
H 2.432 -2.933 -0.306
O 1.526 -2.716 -0.097
H 0.364 2.494 5.073
H -0.893 2.635 5.665
O 0.048 2.633 5.983
H 5.709 -0.544 3.354
H 5.622 -1.332 2.062
O 5.229 -0.570 2.489
H 1.526 1.331 0.097
O 1.508 1.770 -0.736
H -0.577 2.894 -2.962
H -0.308 3.955 -2.034
O -1.076 3.406 -2.311
H 1.620 2.058 3.129
H 3.829 4.181 -3.796
H 2.663 1.131 4.641
H 3.650 -3.533 -1.794
H -0.146 -1.866 -1.944
H 0.781 1.477 -1.382
O 2.777 -5.254 2.382
H 1.967 -4.747 2.327
H 2.489 -5.732 3.166
O 5.955 -1.012 -2.092
H 6.441 -1.569 -1.486
H 5.287 -0.524 -1.620
O 4.155 2.333 -0.976
H 4.133 3.212 -1.254
H 3.167 2.080 -0.822
O -5.601 0.619 1.740
H -6.024 0.346 0.943
H -5.890 0.238 2.531
O -1.035 -1.808 1.531
H -0.920 -0.960 1.987
H -1.132 -1.388 0.538
O -1.318 -5.843 3.447
H -1.153 -5.624 2.552
H -1.686 -5.111 3.951
O -0.456 6.152 0.489
H -0.192 6.352 -0.390
H -0.620 5.216 0.482
*
```

The energetic minimum among the shown structures is version b; the next structure lies 0.3083 hartree above.